A cluster of 2 separate species, C12H12N2O in total. Source: OMol25; level of theory: wB97M-V/def2-TZVPD.

```
27
Properties=species:S:1:pos:R:3:forces:R:3
C -3.115510 -1.264511 0.634830 3.0 1.4 -3.5
C -3.382461 -0.605631 -0.555931 1.2 1.0 -1.4
C -1.163182 -0.980101 -0.289123 3.2 2.1 -3.2
C 2.961680 -0.916956 -0.941821 1.5 -0.2 -0.2
C 2.521858 -1.478283 0.212409 -3.5 0.5 2.0
C 2.078650 -0.416510 -1.930539 -1.5 -1.4 2.2
C 0.756861 -0.506267 -1.702883 0.8 1.1 -1.7
C 1.122160 -1.416930 0.493239 4.3 -2.3 3.3
C 0.436699 2.350325 0.407146 -1.4 -1.8 1.2
C -0.031431 1.523901 1.329033 0.0 0.2 2.1
C 0.271647 -0.922061 -0.463748 -7.1 0.2 -0.7
C -0.441217 0.839260 2.406051 -2.8 1.2 -2.0
N -1.785508 -1.474107 0.732337 -2.0 -1.8 3.4
N -2.124708 -0.383725 -1.183143 -1.4 -2.1 3.3
O 0.684078 -1.916084 1.691456 1.9 0.4 -1.3
H -3.834996 -1.637862 1.216870 -2.2 -1.4 2.6
H -4.319078 -0.253597 -1.015928 0.7 -0.3 0.4
H 3.998535 -1.027718 -1.144549 0.8 0.3 -0.4
H 3.076271 -1.790715 1.073210 0.8 -0.4 -0.1
H 2.459229 -0.236828 -2.846259 1.1 1.0 -2.9
H 0.020997 -0.287152 -2.448918 0.0 0.2 -0.5
H 0.782654 3.328482 0.617668 0.2 0.8 0.2
H 0.251840 2.025877 -0.581979 0.5 -0.1 -1.2
H -0.264004 -1.998338 1.638357 -1.6 0.1 0.0
H 0.179003 0.215871 2.990525 0.7 -0.6 0.3
H -1.616188 0.714601 2.598213 2.8 0.7 -0.3
H -1.940843 0.125666 -1.981330 0.2 1.1 -1.6
```
Positions in Å, forces in eV/Å.

Computed properties:
LUMO level (alpha / beta) (eV): 0.78 / -2.77
E (Ha): -648.9926
Highest occupied orbital energy (alpha / beta) (eV): -4.4 / -8.5
Spin multiplicity: 3
Net charge: 0

An isolated molecule of C7H14N2O3. Source: OMol25; level of theory: wB97M-V/def2-TZVPD.

```
26
Properties=species:S:1:pos:R:3:forces:R:3
C -0.775963 2.180279 2.372337 -10.5 2.4 -13.4
C -0.314278 2.968046 0.929948 1.0 -0.1 4.9
C 1.105817 2.497508 0.586268 -0.3 2.2 1.4
C 1.465401 1.304796 -0.250261 -1.8 3.8 -2.1
N 1.046360 0.209188 0.542325 -0.9 -3.0 -4.0
C 0.368830 -0.970065 -0.237655 -0.5 -2.9 -0.3
O -0.693954 -0.666352 -1.292911 0.5 -2.8 0.9
C -1.224030 -2.000041 -1.833477 1.3 -1.5 -0.9
C -2.408803 -1.763371 -2.700373 -1.7 -1.6 -1.5
O -0.787105 -3.162221 -1.844284 0.2 4.4 1.9
N 1.473137 0.168764 1.697633 -0.5 -7.9 2.9
O 1.302702 -1.322345 2.168853 0.7 6.5 -1.4
H -1.844020 2.647635 2.596297 2.3 -0.6 0.1
H -1.220212 1.247868 1.795707 1.3 1.0 1.9
H -0.327639 2.005944 3.137482 6.2 -1.8 8.6
H -0.358357 4.105377 1.033063 0.6 -1.5 0.2
H -1.088563 2.785378 0.262551 -1.2 -0.9 -1.5
H 1.717655 2.715058 1.521309 -0.3 -0.6 -1.5
H 1.303071 3.168859 -0.157324 1.5 2.9 -1.4
H 2.459459 1.650805 -0.694099 -0.2 -2.3 1.3
H 0.860609 1.493818 -1.228863 0.3 -1.3 1.8
H -0.235057 -1.720417 0.505643 2.5 2.1 -1.6
H 1.209459 -1.438036 -0.933885 -1.5 0.6 2.3
H -3.436796 -1.779495 -2.053847 2.5 0.5 -2.0
H -2.392738 -2.664936 -3.505631 -0.4 1.7 2.4
H -2.158334 -0.959116 -3.412072 -0.9 0.6 0.9
```
Positions in Å, forces in eV/Å.

Computed properties:
LUMO level (eV): -0.28
Structure (SMILES): CCCCN(COC(C)=O)N=O
E (Ha): -609.9774
Highest occupied orbital energy (eV): -9.4
Net charge: 0

An isolated molecule of C21H27N3O4. Source: OMol25; level of theory: wB97M-V/def2-TZVPD.

```
55
Properties=species:S:1:pos:R:3:forces:R:3
C 7.432316 4.091704 0.764114 0.0 0.0 0.1
O 6.742845 3.906452 -0.444040 -0.2 -0.1 -0.3
C 5.651133 4.784382 -0.602376 -0.2 0.1 -0.2
C 4.972218 4.458920 -1.931638 0.1 0.3 0.3
N 4.428195 3.124003 -1.915395 0.3 -0.1 0.1
C 3.100763 2.885149 -1.924918 0.1 0.0 -0.1
O 2.263237 3.758271 -2.048677 -0.2 0.1 0.0
C 2.714562 1.436987 -1.802730 -1.3 0.6 -0.2
C 3.754911 0.519893 -1.591910 0.5 -0.6 0.1
N 4.660366 -0.166950 -1.410528 0.1 -0.1 0.0
C 1.395339 1.143895 -1.891723 0.7 0.4 0.0
C 0.710548 -0.117779 -1.815994 -0.4 -0.5 0.0
C 1.353540 -1.352459 -1.647975 -0.1 0.1 0.0
C 0.629781 -2.518339 -1.581002 -0.2 -0.2 0.0
C -0.765038 -2.500979 -1.680125 0.3 0.3 0.0
O -1.379171 -3.711086 -1.584116 0.3 0.0 0.1
C -2.783215 -3.767895 -1.715030 -0.4 0.1 -0.1
C -3.541146 -3.069424 -0.572244 0.6 -0.3 -0.2
O -4.634141 -2.576687 -0.752556 -0.4 0.1 -0.2
N -2.869696 -3.091670 0.589920 0.3 -0.2 0.3
C -3.298159 -2.422658 1.811629 -0.4 0.2 -0.2
C -4.639332 -2.971297 2.302124 0.2 0.0 0.3
C -5.047908 -2.277093 3.597470 -0.2 0.1 -0.2
C -5.140386 -0.768925 3.388159 0.2 0.0 0.3
C -3.807365 -0.218350 2.891318 -0.2 0.0 -0.2
C -3.396588 -0.910220 1.595780 0.2 0.0 0.3
C -1.419886 -1.282988 -1.850340 -0.2 -0.4 0.0
C -0.686223 -0.117523 -1.917155 0.4 0.1 0.0
H 6.776407 3.920639 1.626865 0.0 0.0 0.0
H 7.847260 5.104890 0.833835 0.0 0.0 0.0
H 8.241954 3.365293 0.773887 0.0 0.0 0.1
H 4.936989 4.657221 0.226094 0.0 0.0 -0.1
H 5.995559 5.829785 -0.604562 0.0 -0.1 0.0
H 5.708778 4.538836 -2.736159 -0.1 0.1 0.0
H 4.145371 5.148597 -2.112228 0.2 0.0 0.0
H 5.084252 2.380126 -1.727485 -0.1 0.0 0.0
H 0.761979 2.012590 -2.044522 0.1 0.1 0.0
H 2.427449 -1.394223 -1.571224 0.1 -0.1 0.0
H 1.121995 -3.469680 -1.453723 0.1 -0.1 0.0
H -3.119479 -3.347531 -2.669498 0.0 0.0 0.2
H -3.031978 -4.833196 -1.698808 0.0 0.2 0.0
H -1.962479 -3.532056 0.588229 -0.1 0.1 -0.1
H -2.528758 -2.628996 2.564209 0.0 0.0 -0.1
H -4.558165 -4.049310 2.458385 0.0 0.0 -0.1
H -5.390265 -2.793365 1.532253 0.0 0.0 0.0
H -6.010446 -2.667067 3.932650 0.0 0.0 0.1
H -4.310456 -2.491800 4.375325 0.0 0.0 0.1
H -5.419807 -0.279568 4.323182 -0.1 0.0 0.0
H -5.915651 -0.555195 2.650084 -0.1 0.0 0.0
H -3.886452 0.856935 2.722345 0.1 0.0 0.1
H -3.039147 -0.381934 3.651486 0.0 0.1 0.1
H -2.434337 -0.526767 1.246284 0.0 0.0 -0.1
H -4.142700 -0.719123 0.823776 0.0 0.0 -0.1
H -2.494519 -1.233456 -1.923836 -0.1 0.0 0.0
H -1.204855 0.821017 -2.046886 0.0 0.1 0.0
```
Positions in Å, forces in eV/Å.

Computed properties:
LUMO level (eV): -0.49
Structure (SMILES): COCCNC(=O)/C(C#N)=C/c1ccc(OCC(=O)NC2CCCCC2)cc1
E (Ha): -1281.6621
Highest occupied orbital energy (eV): -8.7
Net charge: 0

A cluster of 7 separate species, C28H32BN5O9 in total. Source: OMol25; level of theory: wB97M-V/def2-TZVPD.

```
75
Properties=species:S:1:pos:R:3:forces:R:3
N 0.617078 -0.363110 1.094194 1.0 -0.5 -0.5
H 1.052337 0.409706 0.611084 -0.6 1.2 -0.1
H 0.484502 -0.211344 2.083885 0.0 0.2 0.4
H 1.351294 -1.035888 0.925633 0.3 -1.1 0.5
H -0.216210 -0.717869 0.647127 -0.6 0.2 -0.3
O 3.193028 4.718303 -2.407517 -0.4 -0.4 -0.3
C 3.395110 5.307084 -3.441331 0.6 0.0 2.4
O 2.731693 6.363012 -3.830451 -0.7 1.1 -0.7
B 3.373438 7.021828 -5.025014 0.7 -3.0 -0.3
O 4.473420 6.039717 -5.247082 1.9 -0.6 0.2
C 4.616113 5.094386 -4.313198 2.5 -2.9 -2.4
O 5.479546 4.138996 -4.313531 -3.8 4.5 0.3
O 2.590221 7.022739 -6.260465 -1.0 0.8 0.6
C 2.310675 8.299857 -6.480782 -2.2 1.6 -4.1
O 1.600572 8.751863 -7.384770 1.2 -1.4 2.0
C 3.156086 9.192079 -5.590819 -1.0 4.5 -0.4
O 3.823692 8.364008 -4.906408 2.4 -0.8 3.3
O 3.216491 10.434118 -5.503691 -0.3 -3.6 -0.6
C 0.825584 -1.378441 -6.761898 0.9 -2.1 -1.6
C -0.623935 -1.004655 -6.811773 0.7 0.9 -1.2
C -0.844251 -0.712673 -5.363858 -1.0 -0.5 0.2
O 0.067723 -1.555960 -4.659465 -1.1 0.5 2.1
C 0.865985 -2.269200 -5.528232 1.7 0.8 -0.3
H 1.481174 -0.507869 -6.781518 0.0 -0.1 0.7
H 1.152413 -1.979297 -7.610575 -0.1 0.1 -0.4
H -1.211545 -1.819246 -7.235172 -0.2 0.0 0.3
H -0.722442 -0.129237 -7.453669 -0.4 0.0 0.1
H -1.873731 -0.993611 -5.141718 -0.1 0.1 0.6
H -0.671200 0.329793 -5.096607 0.1 0.0 0.0
H 0.570545 -3.317101 -5.580345 -0.5 -0.1 -0.8
H 1.883089 -2.331609 -5.141299 0.2 0.2 0.3
N 4.719728 -4.232045 0.875503 1.5 -1.8 0.7
C 6.030414 -3.875013 0.885772 -0.8 0.4 0.3
C 7.171616 -4.696638 1.060929 -2.4 -0.4 0.3
C 6.869836 -6.036785 1.285026 -1.2 -0.9 -1.5
C 5.511860 -6.533192 1.177072 0.3 2.4 0.2
C 4.477347 -5.576945 1.053771 1.7 0.9 -1.3
H 6.100982 -2.803588 0.769663 0.6 0.1 -0.2
H 8.186682 -4.336715 0.980337 -0.1 0.1 0.1
H 7.685434 -6.742434 1.227946 0.0 -0.2 0.5
H 5.209340 -7.564182 1.067863 0.5 -0.2 0.4
H 3.460101 -5.842458 0.806531 -0.2 -0.4 0.5
N -3.116954 -5.294370 2.376113 -1.0 0.1 1.1
C -3.572645 -5.796178 1.181037 1.6 -0.1 2.4
C -4.099995 -7.060206 1.095101 -0.4 -0.8 0.8
C -4.421561 -7.802104 2.289999 0.5 2.4 -1.6
C -4.239636 -7.105731 3.480373 0.3 0.4 0.4
C -3.494184 -5.880913 3.551734 -1.1 -1.4 -3.5
H -3.277808 -5.198891 0.330908 -0.3 -0.1 -0.2
H -4.273453 -7.430409 0.095475 -0.2 -0.4 0.1
H -4.869917 -8.776420 2.163127 -0.1 0.0 0.4
H -4.714208 -7.448231 4.388061 0.3 -0.4 0.2
H -3.293191 -5.437926 4.515986 0.3 0.3 -0.2
N -0.519142 1.273411 6.631847 -1.3 1.9 2.2
C 0.020576 0.860302 7.815258 -0.4 0.1 -1.6
C -0.353873 1.285409 9.086951 0.7 -0.9 -0.7
C -1.350493 2.213163 9.222906 1.0 1.5 -0.3
C -1.834143 2.810963 8.064536 0.3 -0.5 -1.0
C -1.438640 2.310222 6.802918 0.7 -1.9 0.7
H 0.825034 0.154087 7.672099 0.1 -0.2 0.3
H 0.236183 0.914646 9.912043 -0.2 -0.1 0.2
H -1.435490 2.710680 10.177696 -0.7 -0.2 0.2
H -2.431120 3.709308 8.119332 -0.3 -0.1 -0.1
H -1.926014 2.624200 5.891722 0.1 0.4 0.0
N -4.489558 2.500006 0.457797 0.5 0.6 1.3
C -5.507298 2.127511 1.285357 1.9 0.2 -1.9
C -6.440169 3.007890 1.777018 -0.4 0.7 0.7
C -6.252710 4.348930 1.565556 2.6 0.6 -1.3
C -5.050229 4.766148 0.834482 -2.6 0.3 1.7
C -4.187127 3.835857 0.325798 -2.2 -1.6 -0.3
H -5.508119 1.065977 1.484199 -0.4 -0.1 0.0
H -7.287746 2.733724 2.387627 0.0 -0.5 0.0
H -6.946854 5.057631 1.992525 0.1 0.2 -0.2
H -4.894848 5.827130 0.705688 0.2 0.0 -0.1
H -3.426499 4.173801 -0.362417 0.4 -0.5 0.1
```
Positions in Å, forces in eV/Å.

Computed properties:
LUMO level (eV): -2.37
E (Ha): -2061.9234
Highest occupied orbital energy (eV): -8.4
Net charge: 0

A cluster of 2 separate species, C4H8N3S in total. Source: OMol25; level of theory: wB97M-V/def2-TZVPD.

```
16
Properties=species:S:1:pos:R:3:forces:R:3
C -1.999802 -0.563974 -0.487987 0.9 1.7 2.6
C -1.918595 -0.210905 0.820102 -0.3 -0.1 0.5
C 0.018355 0.232218 -0.173344 -0.2 1.5 0.7
C 1.243980 0.762908 -0.458999 1.0 0.3 -1.2
N -0.872983 -0.149764 -1.117116 -0.2 -2.0 -1.5
N -0.644983 0.250080 1.026215 0.2 0.7 0.1
N 1.870284 1.663341 0.356645 0.2 -0.9 -1.1
S 1.168908 -2.236643 -0.373284 1.0 -1.9 0.6
H -2.764653 -0.996731 -0.962990 -2.7 -1.4 -1.8
H -2.616607 -0.166289 1.654938 0.1 -0.5 -0.6
H 1.610229 0.378351 -1.446133 0.4 1.1 1.2
H -0.329255 0.632814 1.936989 -0.1 -0.6 -1.2
H 2.712992 2.118346 -0.025088 -0.9 -0.2 0.9
H -0.748465 -0.506335 -2.101088 0.6 1.0 1.6
H 1.304885 2.013127 1.126362 0.9 0.5 -0.4
H 1.965707 -3.220551 0.224777 -0.7 0.9 -0.6
```
Positions in Å, forces in eV/Å.

Computed properties:
LUMO level (alpha / beta) (eV): -2.88 / -6.08
E (Ha): -719.3339
Highest occupied orbital energy (alpha / beta) (eV): -11.2 / -13.1
Spin multiplicity: 3
Net charge: +1

An isolated molecule of C3H7NO2. Source: OMol25; level of theory: wB97M-V/def2-TZVPD.

```
13
Properties=species:S:1:pos:R:3:forces:R:3
C -1.897983 0.015379 -0.123523 -1.2 0.8 -0.8
C -0.493950 -0.149157 -0.616528 1.3 -0.4 1.9
O 0.266927 0.989082 -0.853311 0.7 1.3 -0.4
C 0.724670 0.206768 0.233307 -0.4 -0.3 -1.5
O 1.868030 -0.538440 -0.014271 0.2 -0.9 0.5
N 3.161058 0.092980 0.032801 -0.6 0.3 0.2
H -2.321324 -0.961206 -0.163403 -0.9 -0.7 -0.7
H -2.513269 0.807022 -0.662230 0.9 -1.3 0.0
H -2.149551 0.251682 0.890450 1.1 0.5 1.0
H -0.265602 -0.974967 -1.301601 -0.4 0.3 0.1
H 0.685706 0.703890 1.183562 -0.2 0.1 0.5
H 3.513343 0.270077 1.016895 -1.2 0.1 -1.5
H 3.008516 0.911531 -0.564673 0.7 0.1 0.8
```
Positions in Å, forces in eV/Å.

Computed properties:
LUMO level (eV): 1.07
Structure (SMILES): C[C@H]1O[C@@H]1ON
E (Ha): -323.6147
Highest occupied orbital energy (eV): -9.8
Net charge: 0

The ion C29H31F6N4 with charge +1. Source: OMol25; level of theory: wB97M-V/def2-TZVPD.

```
70
Properties=species:S:1:pos:R:3:forces:R:3
C 1.502969 3.091468 4.540866 -0.5 0.3 0.3
N 2.122596 2.561193 3.351367 1.2 0.4 0.6
C 3.454261 3.056759 3.038766 -0.5 -0.5 0.4
C 3.377083 4.108400 1.976081 -0.8 1.3 -1.1
F 4.585726 4.496426 1.478245 -1.1 -0.4 0.6
F 2.617846 3.665960 0.909098 0.9 0.5 0.7
F 2.727691 5.219350 2.455648 0.8 -0.9 -0.6
C 1.556767 1.540786 2.647027 -0.5 -0.4 -1.0
C 2.338835 0.724018 1.790152 -0.2 0.1 0.5
C 1.714052 -0.176307 0.954630 -0.1 -0.1 0.2
C 0.322280 -0.280001 0.897157 0.1 0.0 0.3
C -0.274050 -1.154348 -0.182413 -0.6 -0.4 0.9
C 0.185019 -0.724109 -1.588973 0.0 0.2 -0.9
C 1.635308 -0.665234 -1.963499 0.7 0.3 -0.3
N 2.406559 -1.707590 -2.324108 0.1 0.3 -0.1
C 2.023129 -3.106250 -2.342977 -0.4 -0.5 -0.1
C 3.700125 -1.249917 -2.654763 -0.4 -0.2 0.9
C 4.891166 -1.962031 -2.701127 0.7 0.1 -0.1
C 6.081397 -1.230097 -2.557450 -0.7 -0.4 -0.3
C 6.056698 0.170203 -2.412869 -0.6 0.4 -0.2
C 4.842797 0.873934 -2.402781 0.5 -0.2 -0.2
C 3.674689 0.124108 -2.507970 -0.4 0.1 0.8
N 2.364722 0.458807 -2.111043 0.0 -0.5 -0.1
C 1.953568 1.810545 -1.793490 -0.2 0.6 0.1
C -1.821016 -1.175829 -0.159566 0.6 0.0 -0.1
C -2.500382 -2.373920 0.076684 0.0 0.3 0.0
C -3.887079 -2.441901 -0.005131 0.0 0.5 -0.2
C -4.626981 -1.306567 -0.423886 1.0 0.0 0.2
N -5.981422 -1.357979 -0.622519 -1.1 -0.8 -0.1
C -6.642437 -0.436242 -1.514354 0.0 0.6 -0.2
C -6.852508 -2.341670 0.008357 0.6 0.2 -0.4
C -7.341519 -1.834160 1.337307 -0.2 1.0 1.3
F -7.972461 -2.781145 2.092394 0.6 0.9 -0.8
F -6.293477 -1.329901 2.073501 -1.1 -0.6 -0.5
F -8.218944 -0.791148 1.150123 0.7 -1.0 0.3
C -3.934831 -0.083534 -0.639525 0.1 -0.3 0.4
C -2.557866 -0.010326 -0.422200 -0.3 -0.5 -0.4
C -0.436008 0.395084 1.863269 0.2 -0.1 -0.3
C 0.154634 1.326917 2.699707 0.7 0.0 0.2
H 0.960530 2.302642 5.084263 0.2 0.2 -0.2
H 2.288100 3.482492 5.200850 -0.3 -0.1 -0.1
H 0.794314 3.906729 4.312391 0.2 -0.2 0.2
H 3.840890 3.534836 3.941114 0.3 -0.2 -0.2
H 4.111050 2.263574 2.681090 0.2 0.2 0.3
H 3.429647 0.758893 1.801120 -0.4 0.0 0.0
H 2.331401 -0.872414 0.380760 -0.1 0.3 0.0
H 0.080007 -2.181439 0.018744 -0.2 0.2 -0.3
H -0.215623 0.281729 -1.794389 0.0 -0.4 0.0
H -0.259812 -1.417750 -2.314793 -0.1 0.2 0.1
H 2.933433 -3.697056 -2.482654 -0.4 0.1 0.1
H 1.539746 -3.404684 -1.400313 0.2 0.2 -0.3
H 1.342123 -3.314180 -3.182627 0.2 0.1 0.3
H 4.864302 -3.047221 -2.799510 0.3 0.3 0.1
H 7.035496 -1.756442 -2.544073 -0.3 0.1 0.0
H 6.993205 0.717410 -2.292168 -0.3 -0.2 -0.1
H 4.772355 1.952915 -2.278145 0.3 -0.3 0.1
H 2.710989 2.479216 -2.212269 -0.3 0.0 0.1
H 0.983568 2.035778 -2.252255 0.3 0.0 0.1
H 1.887329 1.984925 -0.709989 0.1 -0.2 -0.3
H -1.913409 -3.254841 0.357029 -0.3 0.2 -0.2
H -4.395821 -3.377166 0.208633 0.2 0.2 0.0
H -6.060349 -0.303675 -2.440110 -0.1 0.0 0.3
H -7.619999 -0.855467 -1.781136 0.3 0.3 0.0
H -6.794056 0.554913 -1.055796 -0.1 -0.2 -0.2
H -7.740238 -2.450337 -0.626752 0.3 -0.4 0.2
H -6.333516 -3.289166 0.169048 -0.3 0.0 -0.1
H -4.497001 0.812840 -0.919132 0.3 -0.4 0.2
H -2.058867 0.963841 -0.450688 -0.2 -0.3 -0.2
H -1.495736 0.175701 1.984054 0.2 0.2 -0.3
H -0.462984 1.909625 3.387956 0.3 -0.3 -0.2
```
Positions in Å, forces in eV/Å.

Computed properties:
LUMO level (eV): -2.73
Structure (SMILES): CN(CC(F)(F)F)c1ccc(C(Cc2n(C)c3ccccc3[n+]2C)c2ccc(N(C)CC(F)(F)F)cc2)cc1
E (Ha): -1941.7261
Highest occupied orbital energy (eV): -10.0
Net charge: +1